[1]
C6H7OP | wB97M-V/def2-TZVPD

Geometry as XYZ:
```
15
Properties=species:S:1:pos:R:3:forces:R:3:lowdin_charge:R:1
C 0.97832 -0.26145 -0.34511 1.9 2.6 -0.5 -0.13
C 1.08700 1.13091 -0.14593 -2.8 -3.0 1.7 -0.07
C 0.34795 -1.12790 0.54499 -3.7 0.5 1.3 -0.19
C 0.07856 1.77617 0.63921 5.4 1.8 1.9 -0.18
C -0.92496 -1.00000 0.95062 -0.4 1.2 -2.4 -0.16
C -1.22814 1.58814 0.35248 -3.1 -1.2 -1.7 -0.09
O -3.40174 -0.11308 -0.18848 -2.5 0.4 0.4 -0.34
P -1.97148 0.02633 -0.11986 1.9 -4.2 1.6 0.59
H 1.77762 -0.72044 -0.82039 1.6 -0.5 -1.2 0.08
H 1.94780 1.70025 -0.29258 1.5 0.5 -0.7 0.09
H 0.80135 -1.85837 1.11462 2.0 -1.6 0.5 0.09
H 0.59736 2.44013 1.40329 -1.6 -0.1 -1.1 0.14
H -1.43352 -1.56279 1.64664 -0.6 -1.4 1.7 0.05
H -1.45426 -0.54193 -1.40055 0.0 1.4 0.8 0.10
H -1.22066 1.32414 -0.71866 0.4 3.6 -2.1 0.03
```
Forces are in eV/Å.

Values from the calculation:
HOMO (alpha / beta): -0.258 / -0.352 hartree
Total charge: 0
Spin multiplicity: 3
Orbital gap (alpha / beta): 7.57 / 7.03 eV


[2]
C3HNS2 | wB97M-V/def2-TZVPD

Geometry as XYZ:
```
7
Properties=species:S:1:pos:R:3:forces:R:3:lowdin_charge:R:1
N 0.91250 2.47724 -0.10068 -0.1 0.7 0.1 0.18
C 0.65625 1.37893 0.09686 0.5 -2.3 -0.5 -0.26
C 0.48793 -0.11767 0.18087 1.5 1.1 0.0 -0.83
S 1.74412 -1.13670 -0.15290 -1.8 1.2 0.4 0.78
C -0.88263 -0.39525 0.66644 -0.6 -0.5 0.3 -0.71
S -2.17916 -0.23173 -0.26542 0.3 -0.1 0.0 0.77
H -0.99614 -0.64184 1.73286 0.3 -0.1 -0.3 0.07
```
Forces are in eV/Å.

Values from the calculation:
SMILES: N#CC(=S)C=S
HOMO: -0.356 hartree
Total charge: 0
Orbital gap: 7.55 eV


[3]
C9H15N4 | wB97M-V/def2-TZVPD

Geometry as XYZ:
```
28
Properties=species:S:1:pos:R:3:forces:R:3:lowdin_charge:R:1
C -1.21724 3.66193 0.05098 -0.1 2.9 -0.6 -0.05
C -2.06362 2.79900 0.73828 -1.4 2.9 -0.3 0.00
C -0.10561 3.17330 -0.63335 -2.6 -2.2 2.3 -0.04
C 0.14928 1.83047 -0.58327 1.6 -0.6 -0.7 -0.01
C -1.81106 1.48318 0.75242 2.2 -1.3 -1.4 -0.23
C -2.32457 -0.64411 1.15608 0.1 -0.2 -0.2 0.00
C -2.91962 -1.98984 1.37521 2.6 -0.9 -0.5 -0.01
C 2.76022 -2.27353 0.32961 -0.7 4.8 -1.6 -0.05
C 2.96415 -1.34326 -0.98901 -0.2 -1.1 0.6 -0.24
N -2.60361 0.53297 1.26358 0.3 -1.6 0.0 0.20
N -0.36869 -0.31606 0.17354 -3.8 -0.7 2.1 0.13
N -0.65398 0.94312 0.08255 0.5 1.4 0.2 -0.10
N 1.57913 -1.15811 -1.51616 0.9 2.0 -1.6 -0.06
H -1.38966 4.82217 -0.04950 0.0 -2.6 0.5 0.16
H -3.04967 3.17614 1.14093 1.5 -0.6 -0.2 0.16
H 0.53510 3.73931 -1.16813 1.8 2.0 -1.6 0.08
H 1.10011 1.45453 -1.07895 -1.6 0.0 0.9 0.15
H -2.96433 -2.24255 2.47084 -0.6 0.5 -1.2 0.12
H -2.13789 -2.69564 0.95981 -0.9 0.5 0.4 0.11
H -3.79028 -2.10344 0.70855 0.0 0.1 0.8 0.11
H 1.90910 -1.74253 0.85729 1.2 -1.0 0.0 0.08
H 2.54335 -3.25636 0.12142 -0.8 -2.2 -0.8 0.04
H 3.67036 -2.24576 0.84550 1.1 0.1 1.2 0.05
H 3.67869 -1.77616 -1.69846 -0.5 -0.5 -0.1 0.10
H 3.47603 -0.36554 -0.81729 -1.0 -0.5 0.6 0.11
H 0.45625 -0.69641 -0.36570 -0.1 0.6 -0.4 0.03
H 1.09206 -1.99941 -1.63705 -0.4 -2.0 0.1 0.06
H 1.48601 -0.76743 -2.48976 0.7 -0.1 1.4 0.12
```
Forces are in eV/Å.

Values from the calculation:
HOMO (alpha / beta): -0.438 / -0.438 hartree
Total charge: +1
Orbital gap (alpha / beta): 8.09 / 8.09 eV


[4]
C47H52BrN9O2Pb | wB97M-V/def2-TZVPD

Geometry as XYZ:
```
112
Properties=species:S:1:pos:R:3:forces:R:3:lowdin_charge:R:1
Pb 16.65430 13.39221 10.96240 -1.5 -0.3 0.1 1.31
N 18.58081 14.57649 12.80862 0.6 1.0 0.7 -0.13
C 18.97679 13.59607 13.82227 1.3 -0.4 1.4 -0.29
C 19.16953 12.13011 13.25152 -0.1 1.1 0.9 -0.24
N 17.87627 11.53125 12.89672 -0.5 -1.5 -0.2 -0.14
C 17.99678 10.27947 12.08900 0.9 -0.6 1.2 -0.24
C 18.28686 10.49424 10.62183 1.1 0.4 -1.4 -0.29
N 17.22257 11.20257 9.92002 -0.2 0.0 -0.5 -0.09
H 19.39489 14.77916 12.17599 -0.8 -0.3 1.0 0.06
H 18.44588 15.48403 13.31410 0.1 -1.0 -0.8 0.04
H 18.29641 13.63752 14.75414 0.4 -0.4 -1.7 0.12
H 19.96381 13.88815 14.31037 -0.7 -0.4 -0.7 0.10
H 19.70000 11.52510 13.99811 -0.2 0.0 0.4 0.10
H 19.94290 12.14057 12.44705 -1.1 0.2 -0.1 0.12
H 17.32940 11.24259 13.74230 0.7 0.9 -0.9 0.12
H 17.12636 9.58392 12.24919 0.4 1.1 -0.3 0.12
H 18.87019 9.69671 12.49980 -0.5 0.2 -0.4 0.11
H 18.51612 9.53886 10.12275 -0.3 -0.2 0.4 0.10
H 19.23868 11.06704 10.43408 -0.8 -0.2 0.6 0.12
H 16.32513 10.72948 10.03078 -0.3 0.0 -0.2 0.03
H 17.35712 11.33669 8.90167 0.1 -0.2 0.9 0.10
C 18.95668 15.47353 6.33413 1.4 0.5 0.0 -0.14
C 18.19650 14.36529 6.11299 -1.7 -0.7 0.8 -0.14
C 17.16531 13.94174 6.96037 -0.3 0.3 -0.6 -0.04
C 16.95527 14.62255 8.18108 -1.2 -0.7 -1.3 -0.38
C 17.86595 15.65001 8.49312 0.2 0.7 1.5 -0.06
C 18.75566 16.12690 7.54903 0.6 0.7 0.3 -0.12
N 15.91249 14.21670 8.97562 -0.6 0.3 2.1 -0.17
C 14.53076 14.12272 8.77946 -1.0 0.3 -3.4 -0.25
C 13.85346 14.78521 7.66191 0.8 -1.9 1.4 -0.06
C 12.58203 14.40075 7.22633 -0.6 0.1 1.4 -0.16
C 11.74858 13.58887 8.07473 0.8 0.3 -1.5 -0.14
C 12.35704 12.94271 9.15068 0.4 0.7 0.6 -0.06
C 13.72416 13.17910 9.49218 0.9 -0.1 1.1 -0.23
N 14.39621 12.57233 10.58138 0.9 1.6 -1.5 -0.14
N 13.72445 11.61527 11.23092 -3.1 -4.8 -1.4 -0.18
C 13.42074 10.27207 10.56054 0.7 4.6 1.6 -0.25
C 12.23980 9.55564 10.91125 0.1 -0.6 -0.5 -0.02
C 11.99566 8.37914 10.21079 0.9 2.0 0.2 -0.10
C 12.80909 8.05206 9.09530 0.5 0.2 0.8 -0.13
C 13.94656 8.79399 8.89669 0.7 1.2 1.0 -0.16
N 14.31633 9.89959 9.65523 -0.6 -2.1 -1.4 0.09
H 19.80908 15.67827 5.64173 -1.0 0.3 0.6 0.10
H 18.27899 13.82497 5.23033 0.5 -0.9 -1.7 0.07
H 16.42368 13.15789 6.60990 1.1 0.9 0.7 0.13
H 17.95287 16.11725 9.52722 -0.8 -0.5 -1.4 0.11
H 19.25082 17.07585 7.81102 0.2 -0.7 -0.2 0.10
H 14.41963 15.48887 7.08846 0.4 0.2 -0.4 0.08
H 12.25809 14.80271 6.26788 -0.4 0.0 0.3 0.07
H 10.67559 13.45108 7.79133 1.1 -0.1 0.4 0.09
H 11.80708 12.31678 9.85870 0.0 0.1 -0.5 0.09
H 11.53450 9.96461 11.65143 0.7 -0.3 -0.3 0.11
H 11.17759 7.80270 10.52335 -1.2 -0.8 0.0 0.07
H 12.63240 7.19262 8.49005 -0.2 -0.5 -0.3 0.07
H 14.67422 8.49091 8.14501 -0.1 0.1 0.0 0.09
O 23.48512 15.19841 13.41516 0.1 -0.4 0.3 -0.08
C 23.79164 16.43224 13.59967 0.1 -0.4 0.0 -0.40
C 24.91098 16.83102 14.36267 0.5 0.3 1.1 -0.04
C 25.16892 18.20078 14.53652 0.0 -1.0 0.9 -0.17
C 24.61390 19.17485 13.74543 -1.3 0.2 -1.6 -0.14
C 23.51731 18.74100 12.93500 0.8 0.2 1.1 -0.07
C 22.96611 17.47308 13.06185 0.8 0.4 -0.1 -0.13
C 21.62150 17.12448 12.49961 -0.9 -0.8 -0.7 -0.29
O 21.21188 15.79035 12.78466 0.6 1.5 0.0 -0.10
N 20.56655 18.11111 12.99916 2.1 0.0 1.3 0.00
N 19.34949 17.91679 12.69546 -3.5 1.8 -1.4 0.02
C 18.46251 18.89623 12.94284 1.9 -1.7 0.7 -0.21
C 17.09931 18.87909 12.47317 -2.3 2.1 0.3 -0.61
Br 16.08109 17.24635 12.33086 0.7 0.3 0.0 0.73
C 16.31253 20.03861 12.29946 1.9 -2.5 -0.7 -0.15
C 16.85715 21.36655 12.16767 0.5 3.4 0.6 -0.19
C 15.97962 22.52498 12.48286 2.5 -2.3 -0.6 -0.05
C 16.39161 23.83347 12.35044 0.3 0.6 -0.4 -0.11
C 17.74174 24.16685 11.98258 -1.3 -1.2 0.5 -0.09
C 18.59806 23.06664 11.84897 -0.7 0.7 -0.4 -0.11
C 18.20312 21.72911 11.83597 -2.3 0.7 0.9 -0.04
H 22.13542 15.35936 13.05145 -0.3 -0.2 -0.1 0.02
H 25.51472 16.06598 14.95607 -1.2 1.1 -0.8 0.12
H 25.56324 18.48875 15.49552 1.4 0.2 0.0 0.08
H 24.94935 20.23260 13.69458 -0.3 -0.9 0.3 0.09
H 23.09635 19.45188 12.25626 -0.6 0.4 -0.2 0.09
H 21.67936 17.21850 11.37612 -0.5 0.3 0.8 0.16
H 20.72032 18.84386 13.73234 0.7 -0.9 -0.9 0.16
H 18.81055 19.73037 13.62085 -0.5 -0.5 -0.9 0.13
H 15.28312 19.93409 11.96891 0.0 -0.2 0.4 0.09
H 15.06137 22.23500 12.93272 -1.0 0.2 0.0 0.09
H 15.59997 24.57946 12.52985 0.7 0.0 -0.1 0.09
H 18.08572 25.20098 11.80993 -0.3 -0.7 0.3 0.09
H 19.62752 23.25801 11.68260 0.9 0.2 -0.3 0.08
H 18.93864 21.01628 11.59511 0.6 -0.9 -0.2 0.08
C 13.32978 11.76780 14.92052 0.3 2.5 1.5 -0.11
C 13.06940 12.51871 13.61062 -1.1 0.6 -0.9 -0.50
C 13.87887 13.85324 13.52207 -0.4 0.7 0.2 -0.08
C 13.51303 11.53088 12.57904 0.8 0.0 1.2 -0.18
C 11.49124 12.75198 13.39164 0.5 1.1 1.1 -0.10
C 10.97550 13.79360 12.57819 -0.5 -2.0 1.0 -0.04
C 9.60211 13.78839 12.30854 -1.5 0.9 -1.2 -0.13
C 8.62623 13.08012 12.98854 0.5 -0.7 1.5 -0.12
C 9.17240 12.24682 14.00439 -2.1 -0.2 0.0 -0.16
C 10.49613 12.03546 14.13314 3.1 -1.7 0.4 -0.09
H 14.42216 11.60531 15.03419 -0.7 0.1 0.0 0.07
H 12.83863 10.83183 14.88518 -0.4 -1.1 0.1 0.03
H 12.93178 12.35907 15.82936 0.6 -0.8 -1.2 0.11
H 13.62221 14.62906 14.28290 -0.6 -0.3 -0.5 0.08
H 14.92865 13.68177 13.79655 0.0 -0.5 -0.6 0.05
H 13.80666 14.29010 12.48507 0.2 -0.4 1.1 0.06
H 13.74738 10.59151 13.02946 0.3 -0.8 -0.1 0.05
H 11.59811 14.57715 12.23781 0.6 0.4 -0.8 0.09
H 9.15399 14.35303 11.48326 0.7 0.5 0.2 0.09
H 7.51120 13.21402 12.89126 1.5 -0.1 -0.2 0.10
H 8.55646 11.70886 14.73094 -0.2 0.1 -0.4 0.09
H 10.85120 11.17184 14.81777 -0.7 1.7 -1.0 0.12
```
Forces are in eV/Å.

Values from the calculation:
HOMO (alpha / beta): 0.022 / 0.022 hartree
Total charge: -2
Orbital gap (alpha / beta): 2.84 / 2.84 eV


no.,strongest force on any atom (eV/A),M (g mol⁻¹)
1,6.0,126.1
2,2.4,115.2
3,5.1,179.2
4,5.8,1062.1